[1]
Density functional theory data (ωB97M-V with the def2-TZVPD basis set) for 4 unconnected molecules or ions with the total composition C4H16O3S.

As for the molar mass: 144.24 g mol⁻¹. The largest force on an atom comes out at 0.81 eV Å⁻¹. Its structure (SMILES) is CCCSC.O.O.O. As for the relative energy (zero: lowest compared OMol25 entry of this formula, charge and spin): 0.728 eV. The calculation puts the HOMO energy at -8.42 eV. The electronic energy is -21384.7662 eV. Its spin multiplicity is 1.

CARTESIAN COORDINATES (ANGSTROEM)
C (-1.09424, 2.36505, -1.01621)
C (-1.41091, 1.28498, 0.00069)
C (-0.36605, 1.16084, 1.10311)
S (-0.07575, -0.48992, 1.81070)
C (-1.10585, -1.61423, 0.87925)
H (-0.33364, 2.04293, -1.74269)
H (-1.97587, 2.51944, -1.64995)
H (-0.80579, 3.31299, -0.56088)
H (-1.58132, 0.35198, -0.53427)
H (-2.37127, 1.45380, 0.48187)
H (-0.59187, 1.83815, 1.93470)
H (0.60480, 1.52075, 0.76398)
H (-0.68633, -1.89994, -0.08437)
H (-1.15494, -2.53646, 1.45528)
H (-2.12886, -1.29200, 0.75681)
O (6.47945, -1.67620, 1.48483)
H (6.24961, -1.27694, 2.32836)
H (6.60257, -0.96298, 0.85069)
O (-7.31317, 0.30704, -1.36891)
H (-6.43292, 0.11845, -1.00463)
H (-7.11519, 0.78988, -2.18276)
O (5.63236, -2.09775, -1.33440)
H (6.14176, -2.67319, -0.75941)
H (4.83344, -2.54667, -1.61179)

Cartesian forces (eV/Å) of the 2 atoms listed first:
-0.3 -0.1 -0.7
-0.2 -0.3 0.2

=====

[2]
Density functional theory data (ωB97M-V with the def2-TZVPD basis set) for a molecular structure, C25H19N4O11Ti.

As for the molar mass: 599.31 g mol⁻¹. The largest force on an atom comes out at 1.49 eV Å⁻¹. As for the relative energy (zero: lowest compared OMol25 entry of this formula, charge and spin): 0.159 eV. The calculation puts the HOMO energy (alpha / beta) at -2.69 / -5.84 eV. As for the charge: -1. The electronic energy is -77834.0248 eV. Its spin multiplicity is 3. The expectation value of S² is 2.027.

CARTESIAN COORDINATES (ANGSTROEM)
Ti (-0.22747, -1.46163, -0.11716)
O (-3.68596, -3.42994, -1.14183)
C (-2.82588, -2.57469, -1.07914)
O (-1.92711, -2.50599, -0.13730)
C (-2.77220, -1.45517, -2.12688)
C (-2.57757, -0.07161, -1.47778)
C (-2.99393, 1.04541, -2.42723)
C (-1.86249, 0.98775, -3.48328)
C (-0.95831, -0.10722, -2.91822)
O (-1.12311, 0.06087, -1.48919)
C (-1.56135, -1.50316, -3.12926)
C (-0.50124, -2.57697, -2.85445)
O (-0.40109, -3.55303, -3.56598)
O (0.29476, -2.30922, -1.85156)
H (-3.70645, -1.49881, -2.68246)
H (-2.91782, 0.01525, -0.44923)
H (-2.98269, 2.00279, -1.90888)
H (-3.98465, 0.86880, -2.84441)
H (-1.33814, 1.94069, -3.53304)
H (-2.21280, 0.72782, -4.48232)
H (0.09876, -0.02764, -3.16139)
H (-1.91809, -1.65328, -4.14592)
C (1.24187, -5.07677, 1.84446)
C (2.60604, -4.96315, 1.64288)
C (3.12777, -3.80685, 1.08136)
C (2.25847, -2.78313, 0.74213)
N (0.93239, -2.91706, 0.91674)
C (0.42933, -4.02824, 1.44697)
C (2.72645, -1.45987, 0.22686)
C (4.06278, -1.09321, 0.19771)
C (4.38715, 0.20274, -0.17620)
C (3.38378, 1.09745, -0.50331)
C (2.07237, 0.65274, -0.47312)
N (1.76532, -0.59376, -0.12672)
H (0.80361, -5.96293, 2.27928)
H (3.26877, -5.77318, 1.91775)
H (4.18958, -3.71638, 0.91254)
H (-0.65128, -4.06221, 1.51578)
H (4.83946, -1.78540, 0.48390)
H (5.42342, 0.51367, -0.19350)
H (3.59859, 2.12138, -0.77190)
H (1.23611, 1.29880, -0.71908)
O (0.71637, -0.07424, 2.86239)
C (-0.13795, 0.44792, 2.16377)
O (-0.82131, -0.20418, 1.25778)
C (-0.41947, 1.92025, 2.21538)
C (-0.10144, 2.66059, 3.35664)
C (-0.29720, 4.03631, 3.28210)
C (-0.73787, 4.70195, 2.15975)
C (-1.01928, 3.93743, 1.01322)
C (-0.87933, 2.53756, 1.06762)
N (-1.40619, 4.54952, -0.16639)
O (-1.50532, 5.80960, -0.19961)
O (-1.59602, 3.81660, -1.19442)
N (0.00816, 4.84255, 4.48179)
O (-0.14671, 6.04810, 4.42700)
O (0.42009, 4.26026, 5.47031)
H (0.28681, 2.18815, 4.24346)
H (-0.86230, 5.77160, 2.13565)
H (-1.11816, 1.96436, 0.18592)

Cartesian forces (eV/Å) of the 2 atoms listed first:
-1.2 0.7 -0.6
0.0 0.0 0.0